Entry from the OMol25 dataset: a single C3H3NO molecule (ωB97M-V with the def2-TZVPD basis set).

```
8
Properties=species:S:1:pos:R:3:forces:R:3:nbo_charge:R:1
C 1.044250 0.850228 -0.043773 -0.30 -0.25 -0.14 -0.414
C -0.252108 0.729622 -0.228291 0.52 -0.20 0.58 0.112
C -1.239097 -0.120260 -0.069544 0.36 -0.12 -0.03 -0.274
N -0.745838 -1.523918 0.140475 -0.03 -0.01 0.02 0.150
O 0.434391 -1.700279 0.075899 -0.61 -0.04 0.09 -0.281
H 1.819780 0.737947 -0.801778 -0.39 0.42 0.00 0.239
H 1.368810 0.935473 0.994901 0.03 0.19 -0.22 0.238
H -2.317162 -0.015541 0.023002 0.40 0.02 -0.30 0.230
```
Forces are in eV/Å.

## Properties
- Maximum force: 0.80 eV/Å
- Kohn-Sham gap: 8.8351 eV
- SMILES: C=C=CN=O
- LUMO: -0.015 Eh
- Molar mass: 69.06 g mol⁻¹

Entry from the OMol25 dataset: a molecular structure, C2H3GaO at a distorted geometry (ωB97M-V with the def2-TZVPD basis set).

```
7
Properties=species:S:1:pos:R:3:forces:R:3:mulliken_spin:R:1
C -0.239157 -0.501827 0.223887 0.37 -1.68 -0.54 -0.011
C 0.485025 -0.608771 -0.906255 -0.10 1.03 -0.20 0.014
O -0.680590 2.769337 1.782077 -0.10 -0.55 -0.13 1.024
Ga -0.600494 1.129180 1.093998 0.27 0.32 -0.18 -0.025
H -0.537250 -1.478815 0.641174 -0.16 0.88 0.36 -0.001
H 0.748456 -1.575262 -1.360224 -0.28 0.35 0.44 0.000
H 0.824010 0.266158 -1.474658 0.00 -0.35 0.25 -0.001
```
Forces are in eV/Å.

## Properties
- ⟨S²⟩: 0.76
- Maximum force: 1.80 eV/Å
- Charge: +1
- Kohn-Sham gap (spin up / spin down): 10.4787 / 7.8663 eV
- 2S+1: 2
- LUMO (spin up / spin down): -0.216 / -0.312 Eh
- Molar mass: 112.77 g mol⁻¹

Entry from the OMol25 dataset: a single CH2N4O2 molecule at a distorted geometry (ωB97M-V with the def2-TZVPD basis set).

```
9
Properties=species:S:1:pos:R:3:forces:R:3:nbo_charge:R:1
O 0.816069 0.149211 -2.282532 2.01 0.97 1.95 -0.515
N -0.044726 -0.541966 -1.457666 -0.71 -0.05 2.49 -0.192
C -0.073890 -0.125677 -0.236613 -0.75 1.65 -1.26 0.512
N -1.006695 -0.466020 0.747883 -0.76 -6.39 -1.32 -0.427
N -0.637656 0.066971 1.895401 -0.67 0.28 1.57 0.001
N 0.152954 0.964956 1.719881 1.33 1.25 0.53 0.116
O 0.513393 1.019177 0.357760 0.11 -1.27 -1.41 -0.376
H 1.473079 0.517604 -1.596166 -0.80 -0.19 -2.14 0.456
H -1.192528 -1.584255 0.852052 0.23 3.76 -0.40 0.426
```
Forces are in eV/Å.

## Properties
- Maximum force: 6.57 eV/Å
- Kohn-Sham gap: 9.8751 eV
- SMILES: O/N=c1/[nH]nno1
- LUMO: 0.018 Eh
- Molar mass: 102.05 g mol⁻¹

Entry from the OMol25 dataset: 2 unconnected molecules or ions with the total composition C6H16N5O4 at a distorted geometry (ωB97M-V with the def2-TZVPD basis set).

```
31
Properties=species:S:1:pos:R:3:forces:R:3:nbo_charge:R:1
C -2.152707 1.879073 1.822952 1.78 -0.93 0.29 -0.434
C -2.306079 0.801115 -0.368790 -1.30 -0.46 0.30 -0.446
C 4.772255 0.727029 -0.224866 -1.29 -0.49 -0.11 -0.243
C -2.629643 -2.558281 -2.262271 -0.86 -1.31 -0.13 -0.277
C -0.152343 1.397495 0.432346 -2.57 -0.05 -1.09 0.021
C 0.417465 -0.788167 0.542106 0.33 2.03 -0.72 -0.081
N 2.575064 -0.099914 0.087496 1.06 0.65 -1.99 0.098
N -0.893013 -1.830578 -0.866698 -1.18 -0.80 -0.44 0.008
N 1.692169 -0.565821 0.839704 4.19 1.00 1.83 0.218
N 0.064230 -1.002122 -0.768290 -1.07 -1.88 -0.28 0.257
N -1.453125 1.525079 0.547221 -0.02 -0.95 1.12 -0.294
O 1.929574 -0.638802 2.208646 1.44 -0.42 0.41 -0.511
O 0.643142 -0.372588 -1.632234 0.51 0.89 -2.24 -0.460
O 3.811782 0.110767 0.633832 -2.58 -1.02 3.08 -0.378
O -1.384026 -1.886991 -2.151341 1.22 1.04 0.12 -0.360
H -2.967800 1.205809 2.134737 0.05 0.49 -0.90 0.242
H -1.423499 1.740735 2.602704 0.47 -0.07 0.46 0.215
H -2.330604 2.924823 1.838427 -0.95 0.81 -0.21 0.238
H -3.231392 1.338975 -0.255271 -0.83 -0.37 -0.25 0.224
H -2.049575 0.890056 -1.408771 0.68 -0.06 -0.35 0.240
H -2.416686 -0.289160 -0.071476 0.02 1.51 -0.23 0.228
H 4.136197 1.150855 -1.001587 1.05 0.09 -0.58 0.218
H 5.386764 -0.123597 -0.393110 0.92 -0.20 -1.45 0.210
H 5.332657 1.424455 0.367894 -0.10 0.62 0.19 0.212
H -2.706946 -3.302719 -1.450132 -0.12 0.42 -0.17 0.201
H -2.551058 -3.199634 -3.216065 -0.44 1.48 1.26 0.226
H -3.528805 -1.841148 -2.201588 1.46 -1.06 -0.42 0.192
H 0.445611 1.913045 1.097523 1.37 0.58 1.62 0.210
H 0.147633 1.249048 -0.576373 0.80 -0.15 -0.62 0.245
H -0.122541 -1.110189 1.318535 -1.98 -1.58 2.43 0.250
H 2.945300 -0.668649 2.374739 -2.08 0.19 -0.91 0.533
```
Forces are in eV/Å.

## Properties
- Maximum force: 4.68 eV/Å
- Charge: +1
- Kohn-Sham gap (spin up / spin down): 7.4233 / 7.4236 eV
- LUMO (spin up / spin down): -0.149 / -0.149 Eh
- Molar mass: 222.23 g mol⁻¹

Entry from the OMol25 dataset: 2 unconnected molecules or ions with the total composition CH3O4S2 at a distorted geometry (ωB97M-V with the def2-TZVPD basis set).

```
10
Properties=species:S:1:pos:R:3:forces:R:3:mulliken_spin:R:1
C 1.403658 -1.097889 -0.214193 -0.52 2.44 0.08 -0.032
O -0.699900 0.890460 -1.368235 -0.79 0.74 0.07 0.091
O -2.805143 0.365778 -0.158252 -1.36 0.26 -0.64 0.091
O -1.576400 2.485935 0.384117 -0.61 1.20 -0.60 0.107
O -0.222326 -0.026081 1.504277 1.95 -0.83 1.24 0.401
S 1.282536 -0.218723 1.377694 -0.60 0.05 0.01 0.629
S -1.571735 1.136175 -0.162846 1.78 -1.44 0.07 0.673
H 0.579296 -0.465024 -0.720868 0.91 -1.56 -0.07 0.009
H 1.232419 -2.110932 0.064371 -0.48 -0.87 -0.45 0.028
H 2.377595 -0.959698 -0.706065 -0.28 0.00 0.28 0.004
```
Forces are in eV/Å.

## Properties
- ⟨S²⟩: 2.01
- Maximum force: 2.50 eV/Å
- Charge: -1
- Kohn-Sham gap (spin up / spin down): 4.9179 / 7.3973 eV
- 2S+1: 3
- LUMO (spin up / spin down): 0.114 / 0.086 Eh
- Molar mass: 143.17 g mol⁻¹

Entry from the OMol25 dataset: a molecular structure, C50H75N9O12 at a distorted geometry (ωB97M-V with the def2-TZVPD basis set).

```
146
Properties=species:S:1:pos:R:3:forces:R:3:lowdin_charge:R:1
N -0.662594 1.319580 0.711555 3.43 -3.86 1.54 0.006
C 0.679826 1.005580 0.873345 -3.06 -0.03 -2.62 -0.094
C 1.169326 -0.273450 0.668165 -1.52 0.38 -2.51 -0.073
C 0.321186 -1.335250 0.306435 1.19 5.10 1.56 -0.120
C -0.997324 -0.970530 0.038845 2.52 1.82 4.16 -0.064
C -1.488474 0.336010 0.295625 2.72 -2.21 0.92 -0.104
H 1.315316 1.804450 1.225985 -2.58 -0.92 -1.83 0.030
H 2.212116 -0.487630 0.850135 -3.18 0.63 -1.90 0.004
H 0.699096 -2.336250 0.159485 -0.16 2.45 1.27 0.015
H -1.698414 -1.681690 -0.372405 2.90 0.36 4.35 -0.053
H -2.523644 0.551110 0.075295 0.17 -0.31 0.86 0.122
N -2.952444 3.737600 0.314355 -0.72 -0.63 -4.29 0.044
C -2.223574 2.757920 -0.299805 -2.64 2.07 -0.07 -0.163
C -2.670184 1.875650 -1.315835 -0.79 2.78 -0.33 -0.084
C -3.899314 2.148120 -1.869225 -1.84 1.94 1.59 -0.006
C -4.707214 3.202130 -1.263905 1.24 -1.63 -1.70 -0.037
C -4.175764 3.944820 -0.251485 0.83 0.15 1.14 -0.140
H -1.347584 2.532000 0.290115 -0.55 0.65 -0.97 -0.003
H -2.072324 1.071650 -1.719005 -0.71 1.34 0.65 0.073
H -4.310824 1.521970 -2.647045 -0.42 0.93 0.45 0.085
H -5.682664 3.428050 -1.668715 -0.08 0.00 0.04 0.092
H -4.740884 4.741560 0.209225 -0.26 0.14 0.02 0.102
C 1.216196 1.856310 -2.316165 -0.78 -1.43 -0.08 -0.188
C 0.045216 0.984880 -1.924225 0.50 1.39 1.51 -0.087
O -0.752814 0.818470 -3.098385 0.08 -0.56 0.44 0.022
C -0.150004 1.424660 -4.090235 2.27 1.73 -1.11 -0.556
O -0.560794 1.545320 -5.212215 -0.22 -0.09 0.06 0.139
O 1.039286 1.910780 -3.695335 -0.63 0.08 -2.17 0.070
H 2.186976 1.401150 -2.119945 -1.36 0.06 -0.73 0.064
H 1.184396 2.840000 -1.847725 -0.51 -1.47 -0.57 0.046
H -0.608784 1.545550 -1.256365 1.23 -0.42 -0.67 0.084
H 0.417296 0.101650 -1.405035 -0.90 0.07 -0.89 0.098
C -2.268524 -0.695900 -4.627415 -0.94 0.44 -2.01 -0.096
C -3.399284 0.222320 -4.101595 1.61 -1.24 -1.19 -0.051
O -3.235844 -0.016540 -2.706675 -1.94 -1.34 0.17 -0.036
C -2.497014 -1.068740 -2.424885 -0.16 -0.58 -1.60 -0.500
O -2.329544 -1.584250 -1.349925 -6.80 0.15 -8.01 0.080
O -1.894074 -1.503270 -3.532795 -2.69 -0.18 -0.40 -0.054
H -1.476404 -0.098190 -5.078415 0.11 -0.41 0.58 0.093
H -2.614784 -1.343750 -5.432705 -0.21 -0.23 0.17 0.143
H -4.344804 -0.095820 -4.540785 -0.37 -0.08 0.81 0.140
H -3.241144 1.264390 -4.379415 0.25 -0.05 0.47 0.141
C 0.248076 -0.987860 4.981945 1.58 -3.22 0.60 -0.128
C -0.009504 -1.455990 3.564055 -0.17 -3.01 1.98 -0.111
O 0.325486 -0.394710 2.795345 -1.27 1.48 -1.62 -0.017
C 0.909136 0.547530 3.464745 0.16 2.28 1.76 -0.530
O 1.283706 1.660630 3.033255 -8.04 -3.54 5.28 0.002
O 1.080216 0.096390 4.707755 1.28 2.87 0.87 0.104
H 0.878236 -1.675490 5.546005 0.07 -0.34 -0.23 0.145
H -0.632604 -0.818930 5.601595 0.90 -0.12 -0.46 0.080
H -1.033704 -1.827110 3.526825 0.12 0.50 -0.68 0.124
H 0.663236 -2.253910 3.249665 -0.91 0.51 0.65 0.093
C 2.557946 -3.323480 0.361965 1.59 0.17 -0.20 -0.116
C 3.824196 -3.152950 1.268175 -0.93 -2.15 0.74 -0.145
O 3.281276 -3.363880 2.569825 -1.00 -0.97 0.14 0.038
C 1.920826 -3.581400 2.482835 1.63 -2.63 3.72 -0.549
O 1.256386 -3.963220 3.448145 1.55 0.80 -2.19 0.112
O 1.511976 -3.518990 1.259135 -1.02 -0.69 -0.24 0.045
H 2.673676 -4.217350 -0.250985 -0.22 0.08 -0.15 0.150
H 2.349726 -2.442580 -0.245295 0.00 -0.78 0.31 0.063
H 4.294886 -2.172200 1.199885 0.13 -1.54 1.61 0.072
H 4.477246 -3.990970 1.024575 0.44 0.17 0.26 0.142
C 0.706126 -1.893940 -4.880785 -0.04 0.11 -0.41 -0.039
C 0.372016 -1.917660 -3.406035 0.90 0.32 -0.25 -0.232
C 1.521496 -1.843630 -2.474185 2.04 1.26 0.43 -0.152
C 2.562246 -0.854040 -2.795985 -0.56 0.47 -2.10 -0.186
N 3.379276 -0.103570 -3.099005 -1.23 -1.02 -1.53 0.200
H -0.221234 -2.008020 -5.442115 0.20 -0.72 -0.25 0.071
H 1.486506 -2.613480 -5.128525 -0.35 -0.39 -0.24 0.088
H 1.080586 -0.954070 -5.286405 0.20 0.38 0.59 0.087
H -0.155814 -2.819570 -3.096125 0.33 0.31 -0.80 0.084
H -0.298754 -1.086120 -3.189895 1.76 -0.69 0.08 0.088
H 2.131956 -2.734750 -2.328035 -0.53 -0.48 0.05 0.139
H 1.165646 -1.435560 -1.528165 0.14 -0.86 0.10 0.072
C -4.164754 -3.565950 -1.085665 -0.97 -0.39 -0.39 -0.091
C -3.314874 -4.701720 -1.650665 0.51 0.52 1.04 -0.201
C -2.029114 -4.194170 -2.381885 -0.07 -0.71 0.92 -0.098
C -1.003364 -3.615840 -1.428835 0.13 -0.15 -0.05 -0.061
N -0.219054 -3.107250 -0.733305 -3.03 -6.91 -4.87 0.139
H -3.738814 -3.137960 -0.178195 0.00 0.17 -0.62 0.034
H -5.147254 -3.945230 -0.804725 -0.05 -0.30 0.14 0.083
H -4.401984 -2.828450 -1.852415 0.23 0.29 0.19 0.081
H -3.919514 -5.404620 -2.223755 0.27 0.26 -0.47 0.111
H -3.029434 -5.246610 -0.750805 0.37 -0.44 -0.19 0.100
H -2.283304 -3.478270 -3.163525 0.15 -0.03 0.34 0.107
H -1.543954 -5.026320 -2.892045 0.11 -0.11 0.09 0.123
C 0.187176 4.035870 0.620245 0.21 0.37 0.09 -0.099
C 0.940276 5.280750 0.329905 2.01 1.20 -0.48 -0.197
C 2.180316 5.126440 -0.627365 -0.47 0.67 -0.77 -0.164
C 1.805596 4.664330 -2.007025 1.20 2.06 3.03 -0.193
N 1.516546 4.268840 -3.026685 -0.34 1.02 -2.40 0.202
H -0.238504 3.631580 -0.298155 0.69 0.02 0.06 0.078
H -0.680874 4.232210 1.249545 0.89 0.66 -0.95 0.045
H 0.808666 3.322480 1.161475 -0.24 0.38 -0.32 0.071
H 1.438186 5.713960 1.197385 -0.30 -0.16 0.53 0.107
H 0.315176 6.097860 -0.030205 -0.18 -0.17 -0.30 0.114
H 2.953766 4.454790 -0.254855 -0.56 0.40 0.13 0.070
H 2.726236 6.064850 -0.724605 -0.45 0.43 -0.17 0.110
C 3.859896 -1.115600 -0.565755 1.93 1.06 -2.07 -0.122
C 4.965906 -0.008760 -0.667265 0.04 -1.19 1.53 -0.172
C 4.779386 1.274320 -1.449005 -0.49 0.11 -0.19 -0.152
C 3.569966 2.016580 -0.933235 2.04 0.40 -0.52 -0.108
N 2.668196 2.651430 -0.606705 1.72 -1.42 1.38 0.150
H 3.688646 -1.533150 -1.557935 0.65 -0.19 0.94 0.055
H 2.922056 -0.690760 -0.207875 0.98 -0.34 -1.09 0.047
H 4.193816 -1.952500 0.047595 0.23 1.99 -1.97 0.024
H 5.927326 -0.470470 -0.892225 -0.02 -0.01 -0.53 0.120
H 5.128966 0.318870 0.359465 0.07 -0.19 0.22 0.081
H 4.645246 1.037470 -2.504465 -0.14 0.56 0.42 0.070
H 5.714146 1.834680 -1.431305 -0.28 0.57 0.65 0.128
C -1.823994 -3.241230 1.569435 -0.78 -0.38 1.26 -0.073
C -2.899374 -2.224680 1.898005 -0.45 0.18 -0.45 -0.237
C -4.275364 -2.725880 2.450835 0.67 0.41 -0.61 -0.149
C -4.204634 -3.489470 3.677305 0.47 -0.46 1.60 -0.231
N -4.105184 -4.020660 4.700585 -0.14 0.36 -1.05 0.146
H -0.977844 -2.738430 1.101105 -0.58 -0.74 0.78 0.038
H -2.222194 -4.026480 0.926855 0.24 -0.13 0.05 0.075
H -1.531614 -3.661880 2.531555 0.32 -0.52 -0.18 0.091
H -3.104034 -1.662750 0.986715 -0.45 0.08 0.12 0.089
H -2.423744 -1.479260 2.535365 -0.64 -0.42 0.15 0.061
H -4.794324 -3.340480 1.715285 0.09 0.00 -0.15 0.102
H -4.912284 -1.859670 2.630025 -0.05 0.04 0.05 0.123
C -2.309954 3.576210 2.685275 0.38 -0.56 1.88 -0.101
C -2.839854 2.146000 2.522835 -0.74 0.40 0.86 -0.192
C -1.954514 1.019520 3.077195 0.07 0.23 0.05 -0.143
C -1.585874 0.911830 4.498065 -1.96 1.61 -1.98 -0.154
N -1.308224 0.761090 5.588185 -0.86 1.50 1.73 0.190
H -1.373474 3.703990 2.142345 -1.13 -0.30 1.02 0.022
H -2.082044 3.698270 3.744175 0.34 -0.10 0.41 0.079
H -3.011284 4.389480 2.498655 0.07 -0.46 -0.33 0.079
H -3.023754 1.934970 1.469385 0.03 -0.30 0.64 0.071
H -3.820454 2.106560 2.997135 -0.17 -0.13 0.13 0.115
H -1.033674 1.019750 2.493965 -0.78 0.34 0.74 0.079
H -2.412594 0.063480 2.823735 -0.11 0.34 0.09 0.093
C 5.497906 1.990340 2.952465 -0.75 0.53 -0.28 -0.073
C 4.376816 2.209160 1.895315 1.66 0.35 0.13 -0.219
C 3.042416 1.557530 2.219185 5.37 0.43 -1.69 -0.167
C 3.032396 0.089990 2.088865 2.90 3.91 2.78 -0.087
N 3.019386 -1.035090 2.017765 1.40 -1.46 2.88 0.245
H 5.466966 0.968330 3.330135 0.56 -0.10 -0.21 0.072
H 5.363356 2.632890 3.822595 -0.56 -0.02 0.13 0.069
H 6.462206 2.353180 2.596675 0.17 -0.70 -0.29 0.069
H 4.697486 2.005910 0.873575 0.38 -0.47 0.56 0.047
H 4.251486 3.285340 1.776045 -0.56 0.23 0.44 0.113
H 2.341106 1.973700 1.495945 2.55 0.08 0.67 0.054
H 2.708336 1.803220 3.227215 2.43 0.23 -0.21 0.131
```
Forces are in eV/Å.

## Properties
- Maximum force: 10.51 eV/Å
- Kohn-Sham gap: 8.5381 eV
- LUMO: 0.002 Eh
- Molar mass: 994.20 g mol⁻¹